A single C14H17F3N2O molecule. Source: OMol25; level of theory: ωB97M-V/def2-TZVPD.

```
37
Properties=species:S:1:pos:R:3
C 1.480 3.028 0.201
N 0.798 1.940 -0.566
C -0.585 2.069 -0.511
C -1.228 1.108 0.507
F -0.450 0.024 0.808
F -1.410 1.799 1.675
F -2.440 0.689 0.111
O -1.313 2.823 -1.140
H 1.153 2.986 1.241
H 2.552 2.864 0.112
H 1.167 4.020 -0.165
C 0.944 -0.850 -4.723
C 0.745 -1.733 -3.501
C 1.040 -0.858 -2.260
N 0.971 0.533 -2.722
C 1.472 1.619 -1.863
C 1.682 2.879 -2.630
C 0.652 3.419 -3.409
C 0.959 4.515 -4.221
C 2.203 5.119 -4.109
C 3.132 4.728 -3.140
C 2.863 3.589 -2.371
C 1.078 0.578 -4.165
H 1.759 -1.172 -5.367
H 0.038 -0.902 -5.315
H -0.330 -1.927 -3.475
H 1.304 -2.676 -3.535
H 0.318 -1.037 -1.453
H 2.035 -1.106 -1.854
H 2.356 1.156 -1.445
H -0.365 3.008 -3.417
H 0.215 4.845 -4.950
H 2.475 5.944 -4.764
H 4.100 5.224 -2.984
H 3.553 3.251 -1.575
H 1.968 1.076 -4.572
H 0.229 1.150 -4.570
```

Strongest force on any atom ... 2.15 eV Å⁻¹
M ... 286.3 g mol⁻¹
LUMO ... 0.0130 hartree
SMILES ... CN(C(=O)C(F)(F)F)[C@H](c1ccccc1)N1CCCC1
Gap between HOMO and LUMO ... 0.322 Ha
Net charge ... 0

***

A single C2H4N2O molecule. Source: OMol25; level of theory: ωB97M-V/def2-TZVPD.

```
9
Properties=species:S:1:pos:R:3
N -0.567 1.327 1.056
C -0.786 0.221 0.490
N 0.289 -0.631 0.129
C 1.005 -0.497 -1.032
O 2.021 -1.103 -1.279
H -1.454 1.789 1.259
H -1.783 -0.162 0.249
H 0.734 -1.161 0.867
H 0.542 0.216 -1.738
```

Strongest force on any atom ... 0.40 eV Å⁻¹
M ... 72.1 g mol⁻¹
LUMO ... 0.0292 hartree
SMILES ... [H]/N=C/NC=O
Gap between HOMO and LUMO ... 0.404 Ha
Net charge ... 0

***

A molecular structure, CCl3Na2O15. Source: OMol25; level of theory: ωB97M-V/def2-TZVPD.

```
21
Properties=species:S:1:pos:R:3
Na -0.270 -0.326 -0.106
Na -2.770 -0.691 1.419
Cl 3.552 0.736 -0.267
O 3.910 1.813 0.602
O 2.379 0.076 0.234
O 3.258 1.352 -1.555
O 4.560 -0.308 -0.428
Cl 0.636 -2.205 3.098
O 0.939 -3.219 2.142
O 1.901 -1.501 3.395
O -0.359 -1.269 2.604
O 0.121 -2.819 4.253
Cl -0.966 3.148 -2.265
O -1.225 2.681 -3.600
O -2.085 3.904 -1.816
O -0.657 1.966 -1.461
O 0.223 3.983 -2.332
C -3.319 -1.828 -0.963
O -2.219 -2.298 -0.495
O -3.633 -0.608 -0.683
O -3.977 -2.587 -1.775
```

Strongest force on any atom ... 3.61 eV Å⁻¹
M ... 404.3 g mol⁻¹
LUMO ... 0.1781 hartree
Gap between HOMO and LUMO ... 0.127 Ha
Net charge ... -3

***

3 unconnected molecules or ions with the total composition C36H30N3O8P. Source: OMol25; level of theory: ωB97M-V/def2-TZVPD.

```
78
Properties=species:S:1:pos:R:3
C 9.651 2.761 1.343
C 8.711 2.059 0.320
O 7.937 0.982 0.858
C 7.193 1.349 2.017
C 5.824 0.634 1.986
C 4.856 1.103 0.860
O 5.094 0.454 -0.373
C 3.453 0.619 1.267
N 2.392 0.489 1.604
C 4.838 2.671 0.597
C 4.578 2.870 -0.895
N 4.536 2.934 -2.011
P 3.479 3.642 1.446
N 2.076 3.453 0.837
O 3.917 5.250 1.307
O 3.453 3.322 3.080
H 10.407 3.376 0.823
H 10.083 2.054 2.077
H 9.025 3.464 1.939
H 9.369 1.602 -0.452
H 8.049 2.764 -0.235
H 7.749 0.975 2.909
H 7.086 2.444 2.169
H 6.036 -0.439 1.779
H 5.307 0.666 2.966
H 6.026 0.566 -0.626
H 5.796 3.189 0.794
H 1.716 4.325 0.452
H 4.762 5.347 1.786
H 3.997 4.018 3.489
C 0.699 1.063 -0.765
C 0.741 1.523 -2.078
C -0.427 1.907 -2.719
C -1.646 1.821 -2.054
C -1.689 1.336 -0.744
C -0.512 0.969 -0.100
C -2.985 1.191 -0.035
O -3.025 0.772 1.106
C -4.235 1.557 -0.749
C -5.463 1.373 -0.121
C -6.635 1.723 -0.772
C -6.586 2.268 -2.052
C -5.366 2.449 -2.685
C -4.188 2.085 -2.040
C -2.888 2.250 -2.743
O -2.846 2.723 -3.863
H 1.609 0.773 -0.264
H 1.689 1.585 -2.601
H -0.390 2.270 -3.739
H -0.540 0.606 0.919
H -5.505 0.952 0.876
H -7.590 1.574 -0.283
H -7.502 2.549 -2.558
H -5.331 2.868 -3.682
C -1.406 -2.468 0.666
C -2.211 -2.111 1.744
C -3.460 -2.690 1.901
C -3.916 -3.622 0.975
C -3.118 -3.963 -0.120
C -1.858 -3.392 -0.264
C -3.609 -4.919 -1.145
O -2.915 -5.221 -2.096
C -4.971 -5.495 -0.990
C -5.470 -6.348 -1.969
C -6.733 -6.901 -1.829
C -7.501 -6.611 -0.704
C -7.010 -5.758 0.271
C -5.749 -5.190 0.128
C -5.249 -4.248 1.164
O -5.921 -3.993 2.144
H -0.426 -2.021 0.549
H -1.861 -1.380 2.462
H -4.081 -2.413 2.743
H -1.232 -3.663 -1.105
H -4.874 -6.578 -2.844
H -7.121 -7.561 -2.595
H -8.485 -7.050 -0.593
H -7.612 -5.531 1.143
```

Strongest force on any atom ... 5.54 eV Å⁻¹
M ... 663.6 g mol⁻¹
LUMO ... -0.0260 hartree
SMILES ... CCOCC[C@@](O)(C#N)[C@@H](C#N)P(=N)(O)O.O=C1c2ccccc2C(=O)c2ccccc21.O=C1c2ccccc2C(=O)c2ccccc21
Gap between HOMO and LUMO ... 0.307 Ha
Net charge ... 0

***

2 unconnected molecules or ions with the total composition C6H12. Source: OMol25; level of theory: ωB97M-V/def2-TZVPD.

```
18
Properties=species:S:1:pos:R:3
C 2.170 -0.286 1.361
C 1.671 0.750 0.338
C 1.618 0.502 -1.004
H 1.728 -0.435 2.313
H 2.004 -1.281 0.957
H 3.266 -0.268 1.524
H 1.449 1.707 0.635
H 1.313 1.327 -1.689
H 1.860 -0.515 -1.386
C -2.183 0.884 -0.044
C -1.500 -0.487 -0.039
C -1.703 -1.403 -0.989
H -1.547 1.552 0.495
H -2.794 1.192 -0.936
H -3.062 0.786 0.609
H -0.651 -0.558 0.709
H -0.949 -2.121 -1.305
H -2.690 -1.347 -1.549
```

Strongest force on any atom ... 3.67 eV Å⁻¹
M ... 84.2 g mol⁻¹
LUMO ... 0.0417 hartree
SMILES ... C=CC.C=CC
Gap between HOMO and LUMO ... 0.368 Ha
Net charge ... 0

***

A molecular structure, C30H28AsCdFN6O6PS3. Source: OMol25; level of theory: ωB97M-V/def2-TZVPD.

```
77
Properties=species:S:1:pos:R:3
Cd -0.130 -0.734 0.640
S 2.945 -0.664 0.327
C 3.403 0.897 -0.417
C 4.767 1.122 -0.622
C 5.215 2.276 -1.238
C 4.297 3.225 -1.669
C 2.945 3.005 -1.475
C 2.474 1.846 -0.855
As 0.526 1.666 -0.611
C 0.256 3.434 0.171
C -0.073 4.558 -0.577
C -0.178 5.800 0.038
C 0.042 5.923 1.403
C 0.357 4.798 2.155
C 0.461 3.555 1.545
C -0.059 1.946 -2.442
C -1.385 2.317 -2.664
C -1.883 2.405 -3.956
C -1.063 2.107 -5.037
C 0.250 1.718 -4.821
C 0.750 1.632 -3.528
H 5.470 0.369 -0.289
H 6.276 2.434 -1.385
H 4.632 4.133 -2.155
H 2.235 3.750 -1.810
H -0.249 4.475 -1.642
H -0.435 6.671 -0.552
H -0.040 6.892 1.880
H 0.512 4.880 3.224
H 0.675 2.675 2.140
H -2.036 2.529 -1.824
H -2.914 2.692 -4.116
H -1.454 2.163 -6.045
H 0.888 1.471 -5.660
H 1.771 1.310 -3.367
S -3.092 1.229 0.718
C -3.519 -0.404 0.212
S -2.463 -1.718 0.499
C -4.709 -0.553 -0.460
C -5.096 -1.818 -1.020
N -5.437 -2.818 -1.478
C -5.630 0.533 -0.638
N -6.375 1.401 -0.778
N 2.863 -0.466 3.790
C 1.592 -1.194 3.966
P 0.249 0.030 3.810
O 0.426 1.063 4.873
O 0.255 0.531 2.356
C -1.290 -0.896 4.075
N -2.400 0.042 3.854
H 2.807 0.416 4.291
H 2.991 -0.288 1.637
H 3.638 -0.987 4.178
H 1.513 -1.655 4.956
H 1.493 -1.974 3.205
H -1.270 -1.312 5.088
H -1.368 -1.717 3.359
H -2.421 0.821 1.827
H -2.312 0.830 4.487
H -3.295 -0.399 4.016
F -0.467 -7.150 1.684
C -0.669 -6.611 0.471
C 0.139 -5.663 0.000
N -0.025 -5.109 -1.253
C 0.838 -4.011 -1.689
C 0.609 -2.751 -0.869
O 0.434 -1.671 -1.466
O 0.613 -2.877 0.398
C -1.073 -5.488 -2.076
O -1.253 -5.044 -3.188
N -1.901 -6.451 -1.527
C -1.802 -7.097 -0.297
O -2.584 -7.957 0.039
H 0.954 -5.272 0.590
H 0.610 -3.809 -2.729
H 1.881 -4.313 -1.587
H -2.701 -6.696 -2.093
```

Strongest force on any atom ... 0.51 eV Å⁻¹
M ... 902.1 g mol⁻¹
LUMO ... 0.0799 hartree
Gap between HOMO and LUMO ... 0.291 Ha
Net charge ... -1

***

A molecular structure, C51H44BrGeN4NaO3Si. Source: OMol25; level of theory: ωB97M-V/def2-TZVPD.

```
106
Properties=species:S:1:pos:R:3
Na -1.488 0.471 0.277
Br -4.346 -2.718 6.887
C -3.432 -1.954 5.393
C -2.139 -2.397 5.071
C -1.474 -1.870 4.000
C -2.045 -0.848 3.158
O -1.443 -0.403 2.153
C -3.365 -0.399 3.549
C -4.066 0.648 2.846
N -3.565 1.428 1.964
C -4.347 2.456 1.455
C -5.188 3.240 2.213
C -5.910 4.310 1.636
C -5.789 4.608 0.311
C -4.910 3.844 -0.502
C -4.708 4.106 -1.878
C -3.826 3.346 -2.586
C -3.120 2.316 -1.916
N -3.286 2.053 -0.649
C -4.178 2.782 0.065
C -4.032 -0.984 4.636
H -1.676 -3.169 5.674
H -0.485 -2.223 3.732
H -5.126 0.754 3.125
H -5.277 3.044 3.274
H -6.567 4.899 2.266
H -6.343 5.428 -0.133
H -5.261 4.911 -2.351
H -3.649 3.517 -3.640
H -2.394 1.700 -2.441
H -5.035 -0.647 4.877
N 0.871 8.422 0.130
C 0.454 7.369 0.317
C -0.082 6.046 0.554
C 0.456 4.943 -0.090
C -0.108 3.698 0.169
N -1.127 3.528 1.008
C -1.631 4.593 1.619
C -1.149 5.881 1.428
H 1.284 5.042 -0.778
H 0.252 2.808 -0.338
H -2.469 4.412 2.284
H -1.592 6.724 1.938
O 1.603 -0.137 -0.425
C 1.056 0.484 -1.374
O -0.112 0.931 -1.363
C 1.954 0.707 -2.584
C 3.400 0.963 -2.154
Ge 4.000 -0.288 -0.746
C 3.526 -2.151 -1.109
C 3.777 -2.685 -2.372
C 3.420 -3.990 -2.688
C 2.813 -4.791 -1.731
C 2.564 -4.278 -0.465
C 2.914 -2.968 -0.161
C 4.142 0.205 1.164
C 5.334 0.770 1.629
C 5.503 1.124 2.962
C 4.482 0.903 3.874
C 3.292 0.337 3.438
C 3.118 0.002 2.101
C 5.978 -0.394 -1.189
C 6.711 -1.523 -0.807
C 8.069 -1.641 -1.070
C 8.742 -0.619 -1.730
C 8.041 0.512 -2.122
C 6.677 0.614 -1.855
H 1.538 1.492 -3.217
H 1.919 -0.225 -3.158
H 3.525 1.990 -1.793
H 4.083 0.845 -2.997
H 4.261 -2.073 -3.130
H 3.607 -4.377 -3.683
H 2.517 -5.804 -1.976
H 2.071 -4.890 0.281
H 2.674 -2.572 0.819
H 6.154 0.939 0.943
H 6.438 1.570 3.285
H 4.611 1.171 4.917
H 2.480 0.162 4.135
H 2.171 -0.410 1.784
H 6.204 -2.335 -0.294
H 8.603 -2.533 -0.762
H 9.802 -0.706 -1.939
H 8.553 1.317 -2.637
H 6.156 1.512 -2.171
C -1.703 -1.962 -3.215
Si -3.133 -1.705 -1.912
C -4.618 -1.659 -3.176
C -3.268 -3.574 -1.383
C -2.181 -4.194 -0.746
C -2.220 -5.509 -0.307
C -3.375 -6.270 -0.474
C -4.472 -5.687 -1.092
C -4.411 -4.369 -1.538
H -1.953 -2.710 -3.981
H -0.779 -2.281 -2.718
H -1.473 -1.013 -3.717
H -4.602 -2.493 -3.892
H -4.563 -0.724 -3.749
H -5.591 -1.656 -2.670
H -1.272 -3.619 -0.578
H -1.352 -5.941 0.181
H -3.417 -7.294 -0.119
H -5.384 -6.262 -1.229
H -5.287 -3.951 -2.026
```

Strongest force on any atom ... 0.95 eV Å⁻¹
M ... 964.5 g mol⁻¹
LUMO ... 0.1272 hartree
Gap between HOMO and LUMO ... 0.151 Ha
Net charge ... -2

***

2 unconnected molecules or ions with the total composition C38H34NO2S. Source: OMol25; level of theory: ωB97M-V/def2-TZVPD.

```
76
Properties=species:S:1:pos:R:3
C -3.154 -0.741 3.676
N -2.596 -1.753 2.790
C -3.367 -2.359 1.794
C -2.624 -3.291 1.059
C -3.160 -3.894 -0.075
C -4.466 -3.560 -0.449
C -5.219 -2.645 0.305
C -4.677 -2.025 1.435
S -0.992 -3.445 1.673
C -1.280 -2.182 2.877
C -0.246 -1.572 3.563
C 1.084 -2.135 3.663
C 1.335 -3.528 3.616
C 2.635 -4.028 3.653
C 3.724 -3.157 3.776
C 3.493 -1.778 3.874
C 2.196 -1.277 3.833
H -2.387 -0.403 4.373
H -3.531 0.118 3.102
H -4.000 -1.152 4.245
H -2.532 -4.594 -0.623
H -4.898 -4.024 -1.332
H -6.241 -2.419 0.008
H -5.227 -1.301 2.039
H -0.444 -0.625 4.071
H 0.498 -4.229 3.557
H 2.797 -5.104 3.582
H 4.742 -3.546 3.803
H 4.330 -1.089 3.980
H 2.008 -0.202 3.897
C -4.594 4.879 -4.177
O -4.458 4.381 -2.827
C -3.315 3.702 -2.549
C -3.123 3.267 -1.212
C -1.956 2.615 -0.875
C -0.981 2.323 -1.863
C 0.273 1.656 -1.529
C 0.942 1.998 -0.333
C 2.084 1.373 0.139
C 2.806 1.775 1.312
C 4.026 1.128 1.636
C 4.766 1.518 2.742
C 4.311 2.567 3.559
C 3.097 3.204 3.268
C 2.348 2.817 2.160
C 0.798 0.637 -2.440
C -0.069 -0.383 -2.918
C 0.392 -1.388 -3.737
C 1.748 -1.373 -4.151
O 2.150 -2.369 -4.981
C 3.518 -2.323 -5.443
C 2.621 -0.351 -3.709
C 2.145 0.626 -2.850
C -1.207 2.735 -3.195
C -2.339 3.441 -3.541
H -5.570 5.357 -4.192
H -3.806 5.607 -4.407
H -4.559 4.063 -4.911
H -3.897 3.471 -0.473
H -1.783 2.275 0.149
H 0.490 2.807 0.247
H 2.497 0.538 -0.428
H 4.363 0.316 0.988
H 5.703 1.005 2.968
H 4.905 2.881 4.415
H 2.732 4.011 3.905
H 1.404 3.313 1.932
H -1.111 -0.384 -2.591
H -0.261 -2.186 -4.087
H 3.617 -3.203 -6.073
H 3.709 -1.411 -6.024
H 4.223 -2.371 -4.602
H 3.665 -0.338 -4.030
H 2.824 1.410 -2.511
H -0.454 2.541 -3.961
H -2.475 3.785 -4.568
```

Strongest force on any atom ... 1.83 eV Å⁻¹
M ... 568.8 g mol⁻¹
LUMO ... -0.1814 hartree
Gap between HOMO and LUMO ... 0.136 Ha
Net charge ... +1

***

A molecular structure, C19H31BN9O2PdS2. Source: OMol25; level of theory: ωB97M-V/def2-TZVPD.

```
65
Properties=species:S:1:pos:R:3
Pd -1.042 -0.399 -1.410
B -3.741 -1.577 -3.436
N -3.866 -1.621 -1.974
C -4.852 -2.309 -1.325
C -4.772 -2.032 0.008
C -3.685 -1.151 0.113
N -3.150 -0.897 -1.072
N -2.713 -0.770 -4.105
C -2.744 -0.489 -5.442
C -1.661 0.280 -5.748
C -0.987 0.428 -4.527
N -1.612 -0.206 -3.546
H -4.857 -1.460 -3.999
H -3.882 -2.722 -3.953
H -5.541 -2.926 -1.880
H -5.410 -2.394 0.795
H -3.281 -0.680 0.995
H -3.546 -0.860 -6.060
H -1.386 0.678 -6.708
H -0.064 0.954 -4.348
C 3.194 1.160 -3.225
N 1.982 1.818 -2.714
C 1.759 3.156 -2.853
C 0.618 3.742 -2.429
C -0.377 2.910 -1.835
N -0.129 1.607 -1.674
C 1.028 1.046 -2.115
O 1.154 -0.183 -1.973
N -1.549 3.394 -1.442
H 3.817 1.908 -3.706
H 2.918 0.392 -3.943
H 3.737 0.697 -2.405
H 2.548 3.717 -3.335
H 0.459 4.801 -2.564
H -1.783 4.363 -1.581
H -2.258 2.780 -1.077
O -0.626 -1.860 0.151
S 0.346 -2.354 1.227
C -0.677 -2.518 2.729
C -0.748 -4.003 3.084
C -0.720 -4.757 1.759
C 0.435 -4.146 0.977
H -1.647 -2.126 2.419
H -0.267 -1.888 3.517
H -1.642 -4.212 3.670
H 0.113 -4.286 3.692
H -1.656 -4.622 1.214
H -0.567 -5.826 1.898
H 0.417 -4.302 -0.101
H 1.406 -4.463 1.362
S 1.295 1.410 2.296
C 2.483 1.936 3.477
N 3.671 1.366 3.499
C 4.712 1.735 4.476
C 4.041 2.257 5.736
C 3.065 3.368 5.385
N 2.161 2.896 4.321
H 3.833 0.617 2.844
H 5.361 2.488 4.026
H 5.308 0.847 4.674
H 4.795 2.638 6.422
H 3.516 1.445 6.241
H 3.582 4.259 5.026
H 2.452 3.652 6.237
H 1.235 3.290 4.237
```

Spin multiplicity ... 5
Strongest force on any atom ... 0.77 eV Å⁻¹
M ... 598.9 g mol⁻¹
LUMO (spin up / spin down) ... -0.2618 / -0.4169 hartree
Gap between HOMO and LUMO (spin up / spin down) ... 0.346 / 0.204 Ha
Net charge ... +3
⟨S²⟩ ... 6.0146